Entry A
# C4H9NO2

A molecular structure, C4H9NO2 (the ωB97M-V functional and the def2-TZVPD basis, OMol25).

```
16
Properties=species:S:1:pos:R:3
N -0.361 1.388 -2.180
H -0.981 1.065 0.524
C -0.208 0.381 0.174
H -1.513 -0.673 -1.283
C 0.290 0.653 -1.223
O -0.501 -2.169 -0.219
H -0.241 1.040 -3.129
H -0.943 -1.312 2.709
H 0.185 -1.631 -1.115
C 0.838 0.153 1.287
O 0.764 1.023 2.331
H -1.656 -1.277 2.487
H 0.749 -0.899 1.632
H 1.386 0.755 -1.189
C -0.550 -0.753 -0.801
H 1.851 0.201 0.783
```

As for the total charge: -2. The frontier orbital gap comes out at 5.8 eV. The LUMO energy comes out at 7.05 eV. For the HOMO energy, the calculation gives 1.24 eV.



Entry B
# C4H9NO2

A gas-phase ion, C4H9NO2 (charge -2) (the ωB97M-V functional and the def2-TZVPD basis, OMol25).

```
16
Properties=species:S:1:pos:R:3
H -0.359 1.118 -1.096
H 2.019 -0.463 -0.275
C -0.781 -0.929 -0.677
H 1.621 0.584 2.064
H -0.384 0.798 0.596
C -2.326 -0.715 -0.535
C 2.308 1.042 1.135
O -3.103 -1.872 -0.453
C 0.018 0.313 -0.349
H 2.109 2.194 1.141
N 1.494 0.486 -0.078
H -2.278 -0.001 0.300
H -0.583 -1.384 -1.689
H -0.526 -1.672 0.103
H -2.732 0.027 -1.397
O 3.503 0.474 1.212
```

As for the total charge: -2. The frontier orbital gap comes out at 6.7 eV. The LUMO energy comes out at 7.13 eV. For the HOMO energy, the calculation gives 0.40 eV. The SMILES is [O-]CCCNC[O-].



If you had to bet on the most stable structure above, which would it be? Bet on entry B.